(1)
{"formula": "C4H12N3O3", "method": "the ωB97M-V functional and the def2-TZVPD basis", "total_charge": 1, "e_above_lowest_kcal_mol": 149.8, "spin_multiplicity": 1, "orbital_gap_ev": [5.148, 5.148], "total_energy_ha": -549.11746, "e_lumo_ha": [-0.2485, -0.2485], "fmax_ha_per_bohr": 0.1094, "elements": ["C", "C", "C", "C", "N", "N", "N", "O", "O", "O", "H", "H", "H", "H", "H", "H", "H", "H", "H", "H", "H", "H"], "xyz": [[0.94163, 2.18464, -0.41574], [1.85397, 0.22399, 0.77867], [-0.72721, -1.74251, -2.44714], [-1.40689, -1.93343, 1.64800], [-0.05643, 2.65403, 0.38325], [1.84849, 1.30275, -0.15736], [-0.77023, -0.72858, -0.22145], [1.08452, 2.74628, -1.66732], [-0.59563, -0.66366, -1.47870], [-1.05740, -1.92417, 0.26853], [0.82633, 0.11727, 1.17156], [2.02339, -0.61458, 0.02738], [2.64018, 0.34891, 1.55795], [-0.09445, -2.64782, -2.06605], [-0.38757, -1.53918, -3.39255], [-1.76543, -2.15415, -2.67548], [-1.20485, -0.99462, 2.13038], [-0.87126, -2.87105, 2.12871], [-2.49071, -2.07293, 1.68813], [0.11302, 2.41537, 1.32107], [-0.82297, 3.01928, -0.06222], [1.71380, 2.15559, -2.05750]], "forces_ev_per_a": [[2.2, -1.1, -0.5], [-0.5, 0.0, -1.3], [-0.7, -5.1, 2.3], [0.0, -2.1, 2.1], [2.9, -1.3, -1.1], [-0.5, 1.5, -1.0], [-0.6, -1.8, -0.1], [-1.9, 0.7, 1.6], [-0.6, 0.1, 0.9], [0.9, 1.9, -3.3], [0.4, -0.3, 0.7], [0.3, 0.1, 1.8], [-0.7, -0.5, -0.5], [-1.2, 1.7, -0.5], [1.4, 1.9, -1.8], [0.8, 1.0, 1.3], [0.6, 0.3, 0.1], [-1.0, 2.2, -1.1], [0.2, -0.2, -0.1], [-0.8, 0.2, 1.2], [-2.2, 1.2, -0.3], [0.9, -0.4, -0.6]]}

---

(2)
{"formula": "C4H12N3Zn", "method": "the ωB97M-V functional and the def2-TZVPD basis", "total_charge": -1, "e_above_lowest_kcal_mol": 24.0, "spin_multiplicity": 1, "orbital_gap_ev": [2.940, 2.940], "total_energy_ha": -2102.98002, "e_lumo_ha": [0.0919, 0.0919], "fmax_ha_per_bohr": 0.0762, "elements": ["C", "Zn", "N", "H", "H", "H", "H", "H", "H", "H", "H", "N", "C", "C", "C", "N", "H", "H", "H", "H"], "xyz": [[2.01133, -2.53186, -0.12169], [1.28424, 1.70400, 0.67502], [1.26544, 1.99081, -1.50081], [2.36176, -4.46657, 0.43273], [2.16998, -3.46731, 0.41373], [0.94051, -2.30382, -0.15452], [2.47312, -1.74890, 0.49249], [2.46829, -2.56586, -1.11099], [0.60432, 2.76768, -1.47388], [0.78152, 1.23836, -2.00941], [2.14683, 2.21406, -1.97471], [-1.47939, 1.16712, 1.72074], [-2.71167, 0.71137, 1.45384], [-2.72269, 0.43531, 0.09972], [-1.46250, 0.74558, -0.41575], [-0.68686, 1.23929, 0.60616], [-1.23045, 1.57809, 2.61275], [-3.51422, 0.59486, 2.18134], [-3.55758, 0.06072, -0.47349], [-1.14197, 0.63709, -1.45328]], "forces_ev_per_a": [[-0.6, 3.8, -0.6], [2.0, 0.6, 1.2], [-0.7, -0.5, -0.8], [0.6, -3.3, 0.7], [0.0, -0.5, 0.1], [-0.2, -0.1, -0.2], [0.2, 0.3, -0.1], [-0.1, -0.2, 0.0], [0.5, 0.2, -0.3], [0.6, 0.2, 0.1], [-0.6, 0.1, 0.3], [0.0, 0.2, -0.8], [0.1, -0.2, -0.9], [-0.7, -0.3, -0.5], [0.2, 0.7, 2.1], [-3.0, -1.2, -0.7], [0.8, 0.0, -0.4], [0.5, 0.1, -0.1], [0.0, -0.1, 0.1], [0.2, 0.1, 0.7]]}

---

(3)
{"formula": "C4H12N4", "method": "the ωB97M-V functional and the def2-TZVPD basis", "total_charge": 0, "e_above_lowest_kcal_mol": 39.9, "spin_multiplicity": 1, "orbital_gap_ev": 7.936, "total_energy_ha": -378.57461, "e_lumo_ha": 0.0335, "fmax_ha_per_bohr": 0.0493, "smiles": "C/N=C/N.N/C=C\\N", "elements": ["C", "N", "C", "N", "H", "H", "H", "H", "H", "H", "N", "C", "C", "N", "H", "H", "H", "H", "H", "H"], "xyz": [[2.30981, 1.09238, 0.21043], [0.95558, 1.05339, 0.74314], [0.03322, 1.43306, -0.08972], [-1.04970, 2.15914, 0.35039], [2.87918, 0.26297, 0.64177], [2.83052, 2.00907, 0.51379], [2.35842, 1.01713, -0.88494], [0.17240, 1.53105, -1.18158], [-1.14964, 2.15355, 1.35843], [-1.81632, 2.27089, -0.29955], [0.48410, -2.33975, 0.38925], [-0.09432, -1.82583, -0.72964], [-1.24520, -1.10786, -0.76076], [-2.18742, -1.14066, 0.25579], [0.05451, -2.01608, 1.25064], [1.49734, -2.28721, 0.40578], [0.49673, -1.94821, -1.63330], [-1.65518, -0.83466, -1.73174], [-1.82526, -0.83131, 1.15265], [-3.04877, -0.65105, 0.03917]], "forces_ev_per_a": [[0.0, -1.0, 0.1], [-1.2, 1.1, -1.2], [1.8, 1.3, 1.0], [0.2, -1.1, -0.3], [0.1, 0.1, -0.1], [-0.3, 0.0, 0.0], [0.0, 0.0, 0.0], [0.1, -0.4, 0.3], [-0.5, 0.1, -0.3], [-0.1, -0.1, 0.6], [0.3, -0.5, 1.3], [-0.6, 1.6, -1.2], [0.6, -1.7, -1.7], [-0.6, 0.5, 1.3], [0.4, -0.2, -0.1], [-0.4, 0.0, 0.2], [-0.2, 0.2, 0.0], [0.3, 0.0, 0.1], [-0.2, 0.0, 0.0], [0.4, 0.0, 0.1]]}

---

(4)
{"formula": "C4H12N4", "method": "the ωB97M-V functional and the def2-TZVPD basis", "total_charge": 0, "e_above_lowest_kcal_mol": 92.8, "spin_multiplicity": 1, "orbital_gap_ev": [7.426, 9.394], "total_energy_ha": -378.49042, "e_lumo_ha": [-0.0190, 0.0074], "fmax_ha_per_bohr": 0.0377, "elements": ["C", "C", "C", "N", "H", "H", "H", "H", "H", "H", "H", "C", "N", "N", "N", "H", "H", "H", "H", "H"], "xyz": [[-1.35677, 1.55437, -1.14560], [-1.26518, -1.24243, -0.44557], [-0.71488, -0.14554, 0.44621], [-0.81562, 1.18492, 0.13180], [-0.91515, -0.31347, 1.50724], [-1.16167, 2.60927, -1.33118], [-2.44730, 1.40367, -1.10912], [-0.96279, 0.95861, -1.97355], [-0.83052, -1.20503, -1.44365], [-2.35106, -1.15973, -0.53951], [-1.04496, -2.21664, -0.00517], [1.03441, -0.13391, 0.48703], [1.27921, 0.50839, 1.78900], [1.69746, -1.36364, 0.50605], [1.22759, 0.56766, -0.71719], [2.25691, 0.79219, 1.79570], [0.73600, 1.36645, 1.80436], [1.84582, -1.81077, 1.39780], [1.54517, -1.97225, -0.28031], [2.24333, 0.61788, -0.87434]], "forces_ev_per_a": [[-0.2, -0.1, 0.1], [0.0, 0.1, 0.1], [1.2, -0.6, 0.2], [-0.5, 0.7, 0.0], [-0.1, 0.0, 0.0], [0.0, 0.0, 0.0], [0.1, 0.0, 0.0], [0.0, 0.0, 0.0], [0.0, 0.0, 0.0], [0.0, 0.0, 0.0], [0.0, 0.0, 0.0], [-1.7, -0.3, 0.9], [0.2, 0.1, -0.6], [0.5, -0.2, -0.3], [0.8, 0.2, -0.3], [0.0, 0.0, 0.1], [-0.1, 0.0, 0.0], [-0.2, 0.1, -0.1], [-0.1, 0.0, 0.1], [0.0, 0.0, 0.0]]}

---

(5)
{"formula": "C4H12N4", "method": "the ωB97M-V functional and the def2-TZVPD basis", "total_charge": 0, "e_above_lowest_kcal_mol": 116.6, "spin_multiplicity": 1, "orbital_gap_ev": 9.442, "total_energy_ha": -378.45246, "e_lumo_ha": 0.0311, "fmax_ha_per_bohr": 0.2518, "smiles": "[H]/N=C(\\NC)NN(C)C", "elements": ["H", "N", "C", "N", "C", "N", "N", "C", "C", "H", "H", "H", "H", "H", "H", "H", "H", "H", "H", "H"], "xyz": [[-0.21128, 0.89083, -3.10360], [-0.55247, 0.83706, -2.13800], [0.06665, 0.16491, -1.23309], [0.98427, -0.61382, -1.27179], [0.66416, -1.76391, -0.43630], [-0.75203, -0.00404, -0.01241], [0.00495, 0.30478, 1.09897], [0.29430, 1.74054, 1.33007], [-0.66429, -0.47508, 2.18284], [1.63638, -0.83882, -2.14048], [0.53671, -1.56393, 0.67984], [-0.19420, -2.35373, -0.79342], [1.53193, -2.66181, -0.45780], [-1.45335, 0.80542, -0.05965], [1.05041, 1.75666, 2.12956], [-0.58912, 2.43909, 1.39842], [0.58368, 2.24694, 0.37959], [-0.16988, -0.87865, 3.09836], [-0.90481, -1.50144, 1.74175], [-1.77445, -0.00718, 2.32894]], "forces_ev_per_a": [[0.4, -0.5, 0.7], [0.0, 1.4, -0.1], [-10.0, 6.1, -1.4], [9.9, -8.3, -1.2], [3.2, -5.1, 1.6], [-1.1, 4.2, -1.7], [0.8, -0.4, 2.9], [-0.8, 0.0, -1.2], [-2.8, -0.7, -0.6], [-2.3, 1.1, 2.5], [0.7, -0.3, -2.2], [0.0, 0.7, -0.1], [-1.7, 2.7, -0.2], [0.6, -1.7, -0.6], [-0.5, 0.7, -0.4], [0.0, -1.0, 1.4], [1.1, -1.1, 0.4], [0.2, 1.7, -0.3], [0.1, 1.5, 0.1], [2.5, -1.0, 0.4]]}

---

(6)
{"formula": "C4H12N4", "method": "the ωB97M-V functional and the def2-TZVPD basis", "total_charge": 2, "e_above_lowest_kcal_mol": 98.4, "spin_multiplicity": 1, "orbital_gap_ev": [8.680, 9.187], "total_energy_ha": -377.84299, "e_lumo_ha": [-0.3258, -0.3191], "fmax_ha_per_bohr": 0.0969, "elements": ["C", "C", "C", "C", "N", "N", "N", "N", "H", "H", "H", "H", "H", "H", "H", "H", "H", "H", "H", "H"], "xyz": [[-2.20695, 0.32662, -0.06396], [0.84993, -0.43852, -0.08436], [-2.65860, -0.99224, 0.13952], [2.39224, -0.06310, -0.00008], [0.13183, 0.57592, -0.07009], [-2.59227, 1.52345, -0.20266], [0.51712, -1.75781, -0.03040], [2.73513, 1.44178, 0.10553], [-2.02582, -1.59839, 0.61176], [-2.87949, -1.48433, -0.81364], [-3.71358, -1.28386, 0.47975], [2.76216, -0.64708, 0.97081], [2.71810, -0.61593, -0.93484], [-3.50119, 1.83068, 0.24379], [-1.95381, 2.19329, -0.69871], [1.26510, -2.30881, -0.39280], [-0.42810, -1.80621, -0.44558], [1.81426, 1.95232, 0.14709], [3.40651, 1.65234, -0.55295], [3.08166, 1.70024, 1.01735]], "forces_ev_per_a": [[2.2, 0.8, -0.8], [1.4, 0.9, 1.2], [-4.8, 0.0, -1.2], [-0.2, -2.9, 1.5], [-2.6, 1.3, -0.3], [-0.5, 0.1, 0.5], [-0.7, 1.6, -0.5], [-3.7, -2.3, 2.2], [2.7, -2.2, 2.2], [0.7, 0.4, -0.8], [0.9, 1.4, 0.5], [-0.4, 1.5, -2.2], [0.7, 1.4, 1.0], [1.0, -0.1, -1.1], [-0.8, -0.5, 1.0], [-0.1, -1.2, -0.4], [1.2, -1.1, 0.1], [0.7, -0.2, -1.3], [1.5, 1.3, -2.2], [0.8, -0.4, 0.7]]}